1.
Entry from the Open Molecules 2025 dataset: C43H30Br2N5O5S4Ti as an isolated structure (ωB97M-V/def2-TZVPD).

For the gap between HOMO and LUMO (spin up / spin down), the calculation gives 4.248 / 4.252 eV. Its calculated total energy is -269312.887 eV. The value obtained for the energy above the lowest of the compared OMol25 structures with the same formula, charge and spin is 96.69 kJ/mol.

The geometry in ORCA input format:
```
! RIJCOSX wB97M-V def2-TZVPD def2/J DEFGRID3
* xyz -1 1
Br -1.977 -6.104 2.005
Br -5.732 -1.825 -3.286
Ti 0.144 -0.009 -0.082
S 0.449 -2.249 -1.700
S 3.213 -1.850 2.076
S 2.728 2.049 4.524
S 3.745 2.846 0.765
O 6.754 -4.818 -1.987
O 1.122 0.063 1.461
O 5.672 -6.196 -3.322
O 4.504 0.061 -1.784
O 1.850 0.220 -1.070
N -1.771 -0.451 -1.208
N 0.758 1.798 -2.256
N -1.275 1.208 0.974
N -0.819 -1.711 0.940
N -0.023 1.675 -1.146
C 3.450 -0.139 2.045
C 2.364 2.155 1.530
C 4.900 -2.144 2.156
C 1.940 -3.121 -1.845
C 1.873 0.896 3.564
C 5.611 -5.242 -2.589
C 4.314 -3.385 -1.442
C -2.747 1.781 2.774
C 2.735 0.840 -3.242
C -0.960 2.601 -0.864
C -1.682 2.344 0.289
C 2.366 1.166 -4.547
C -2.350 0.259 -2.176
C -0.623 -3.618 2.391
C 4.774 0.166 2.118
C -2.720 3.166 0.815
C -2.364 -1.622 -0.862
C -2.117 -3.685 0.525
C 2.195 0.733 2.071
C 5.609 -0.987 2.166
C -1.762 -2.365 0.223
C 1.059 0.521 5.707
C 4.596 0.761 -5.329
C -3.237 2.895 2.045
C 2.949 4.343 0.529
C 1.738 0.939 -2.160
C 1.997 -4.263 -2.667
C 4.373 -4.494 -2.289
C 3.180 -4.932 -2.875
C 1.944 1.519 5.959
C 3.121 -2.738 -1.202
C -0.302 -2.339 1.992
C -1.536 -4.302 1.598
C 3.281 1.133 -5.582
C 1.024 0.162 4.330
C 1.354 3.070 1.597
C 4.982 0.401 -4.052
C -3.526 -0.082 -2.813
C -1.803 0.979 2.188
C 4.061 0.422 -3.007
C 1.682 4.319 1.018
C -4.112 -1.285 -2.452
C -3.528 -2.071 -1.494
H -0.175 -4.077 3.259
H 0.452 0.049 6.466
H -1.857 1.170 -2.478
H 6.689 -0.943 2.199
H 3.222 -5.810 -3.507
H 3.720 -0.002 -1.207
H -3.973 -3.014 -1.217
H -1.433 0.102 2.705
H 0.391 -0.614 3.927
H -2.792 -4.231 -0.117
H 1.337 1.446 -4.731
H 2.178 1.989 6.900
H -4.012 3.522 2.470
H 5.996 0.095 -3.830
H 3.084 -1.909 -0.522
H -3.967 0.564 -3.557
H 5.267 -3.158 2.166
H 3.469 5.146 0.031
H -3.107 1.559 3.769
H -3.076 3.997 0.219
H -1.105 3.479 -1.483
H 1.082 -4.602 -3.137
H 0.421 -1.771 2.558
H 5.194 -2.979 -0.955
H 5.318 0.740 -6.136
H 0.407 2.852 2.071
H 0.991 5.148 0.953
H 5.159 1.173 2.154
H 6.569 -4.040 -1.451
H 2.977 1.383 -6.591
*
```

Atom charges from the Löwdin analysis, given in e for atoms 1 to 5: 0.749, 0.740, 0.933, 0.776, 1.093

=====

2.
Entry from the Open Molecules 2025 dataset: C43H30Cl3NO3P2RuS2 as an isolated structure (ωB97M-V/def2-TZVPD).

For the gap between HOMO and LUMO (spin up / spin down), the calculation gives 5.843 / 6.428 eV. Its calculated total energy is -133109.335 eV. The value obtained for the energy above the lowest of the compared OMol25 structures with the same formula, charge and spin is 28.66 kJ/mol.

The geometry in ORCA input format:
```
! RIJCOSX wB97M-V def2-TZVPD def2/J DEFGRID3
* xyz -2 5
Ru 0.850 0.082 0.266
Cl 2.092 0.791 5.680
Cl 4.104 -0.990 4.610
Cl 4.282 1.846 4.097
S -0.668 0.041 -2.356
S -1.418 0.620 1.310
P -1.144 -1.373 1.295
P -0.595 -1.777 -1.557
O 2.488 -0.625 2.237
O 1.508 1.323 2.790
O 4.079 -1.208 -2.372
N 2.459 -0.473 -0.784
C -3.368 -1.836 -1.686
C 1.612 6.540 -3.986
C 2.009 5.408 0.316
C -0.089 -1.962 0.085
C -2.861 -3.577 1.286
C -2.797 -2.192 1.448
C 3.034 5.653 2.504
C 2.280 0.373 2.946
C -4.739 -3.711 -2.317
C 1.060 -3.293 4.184
C -2.337 -3.894 -2.369
C 0.493 -2.819 -3.919
C 0.456 -2.871 5.359
C 1.537 -3.590 -1.898
C 0.599 -2.836 2.954
C 1.335 3.188 -0.488
C 1.153 2.006 -0.208
C -5.239 -3.522 1.646
C 3.150 0.472 4.285
C -4.622 -2.397 -1.876
C -5.179 -2.147 1.815
C 0.705 5.833 -4.767
C -0.615 -1.987 5.307
C 1.265 5.008 -2.127
C 1.368 -3.588 -4.672
C -3.962 -1.481 1.705
C 0.383 4.285 -2.945
C -0.476 -1.960 2.899
C 1.796 6.798 0.309
C 0.103 4.696 -4.237
C 1.891 6.134 -2.689
C 1.546 4.535 -0.770
C 2.425 -4.350 -2.654
C 0.566 -2.821 -2.526
C 2.853 7.033 2.462
C -4.077 -4.239 1.376
C 2.615 4.852 1.455
C 2.340 -4.354 -4.038
C 2.218 7.596 1.363
C -2.211 -2.582 -1.921
C -3.596 -4.454 -2.569
C 3.256 -0.834 -1.579
C -1.077 -1.532 4.082
H -6.086 -1.587 2.019
H -3.264 -0.804 -1.368
H 1.599 -3.563 -0.817
H -5.717 -4.156 -2.457
H 2.628 6.675 -2.109
H 3.494 5.195 3.371
H -4.124 -5.313 1.234
H -1.898 -0.827 4.032
H 1.081 -3.127 2.030
H 2.035 8.665 1.333
H 3.187 7.657 3.284
H -1.946 -4.119 1.068
H 2.118 7.406 -4.396
H 3.047 -4.929 -4.625
H 0.477 6.159 -5.776
H 0.838 -3.207 6.316
H -3.678 -5.476 -2.923
H 1.264 7.250 -0.517
H -0.073 3.387 -2.543
H -0.248 -2.191 -4.403
H -1.449 -4.482 -2.563
H 2.721 3.775 1.512
H 1.305 -3.578 -5.755
H 1.916 -3.956 4.221
H 3.196 -4.925 -2.155
H -5.511 -1.810 -1.678
H -6.190 -4.039 1.716
H -3.901 -0.403 1.809
H -1.074 -1.636 6.225
H -0.587 4.120 -4.844
*
```

Atom charges from the Löwdin analysis, given in e for atoms 1 to 5: 1.045, 0.552, 0.547, 0.542, 0.222

=====

3.
Entry from the Open Molecules 2025 dataset: C43H31BiBrN8O5 as an isolated structure (ωB97M-V/def2-TZVPD).

For the gap between HOMO and LUMO, the calculation gives 6.821 eV. Its calculated total energy is -143129.939 eV. The value obtained for the energy above the lowest of the compared OMol25 structures with the same formula, charge and spin is 41.35 kJ/mol.

The geometry in ORCA input format:
```
! RIJCOSX wB97M-V def2-TZVPD def2/J DEFGRID3
* xyz 1 1
Bi 1.220 0.515 1.200
Br -6.526 2.909 -2.113
O -5.658 -2.539 3.161
O 1.629 2.339 -0.015
O 5.382 1.267 1.790
O 3.202 0.910 2.153
O 1.382 -7.019 2.967
N 0.701 2.305 2.905
N 1.374 -2.172 1.780
N -0.390 2.791 -5.196
N -1.058 -0.999 2.414
N -1.560 2.812 -5.603
N -0.399 0.682 -0.731
N -0.468 5.706 6.840
N 2.986 -0.134 -0.344
C 2.826 -0.658 -1.595
C 1.626 3.312 -2.170
C 2.763 -4.102 1.517
C 4.276 0.944 1.425
C -2.765 3.723 -3.640
C -1.886 -0.236 -2.336
C 3.587 -0.951 -3.892
C -2.207 -0.402 2.717
C 0.154 4.078 4.937
C 2.554 -2.732 1.533
C -1.387 0.599 -3.305
C 1.684 -4.931 1.769
C 1.800 -6.438 1.749
C 0.487 3.590 2.628
C -0.461 1.608 -2.969
C -4.990 2.948 -3.225
C 1.522 -1.943 -3.161
C 0.031 2.599 -3.869
C 0.062 1.563 -1.650
C 1.132 2.417 -1.233
C 4.106 0.479 -0.023
C -3.293 -2.478 3.100
C -3.814 2.168 -5.152
C -4.954 2.165 -4.369
C -3.918 3.755 -2.877
C -0.983 -2.333 2.438
C -4.503 -3.285 3.477
C 0.461 -4.346 2.074
C 0.413 2.738 5.224
C 0.324 -2.963 2.082
C 5.145 0.684 -0.943
C 1.703 -1.455 -1.898
C 0.682 1.888 4.171
C -2.090 -3.100 2.790
C -1.379 -0.143 -1.037
C 4.968 0.282 -2.236
C -2.690 2.894 -4.761
C -0.179 4.987 5.993
C 0.204 4.516 3.616
C -3.354 -1.092 3.062
C 1.098 3.378 -3.458
C 2.464 -1.677 -4.174
C 3.803 -0.431 -2.597
H -2.033 -4.179 2.824
H 1.121 -6.829 0.988
H -1.744 -0.783 -0.240
H -2.635 -0.977 -2.577
H 5.717 0.487 -2.991
H 0.399 2.380 6.243
H 1.492 4.094 -4.168
H 0.652 -2.546 -3.386
H -3.982 4.396 -2.008
H 2.062 -6.897 3.637
H -6.442 -3.051 3.378
H 0.891 0.836 4.334
H 2.440 3.961 -1.874
H -2.200 0.683 2.673
H -0.367 -4.997 2.312
H -5.813 1.569 -4.647
H -4.452 -3.497 4.553
H 3.745 -4.504 1.307
H 0.023 5.553 3.374
H 2.309 -2.068 -5.170
H 1.000 -1.684 -1.108
H -3.765 1.581 -6.060
H 3.371 -2.048 1.344
H -1.688 0.461 -4.333
H 0.557 3.869 1.584
H -1.923 4.352 -3.380
H 4.338 -0.782 -4.654
H -4.281 -0.582 3.281
H 2.817 -6.731 1.479
H 6.041 1.182 -0.604
H -4.484 -4.244 2.950
*
```

Atom charges from the Löwdin analysis, given in e for atoms 1 to 5: 1.978, 0.746, -0.046, -0.265, 0.107

=====

| no. | molar mass (g/mol) |
| --- | --- |
| 1 | 1032.69 |
| 2 | 942.23 |
| 3 | 1028.66 |